1.
# C38H57GeN2O4P3SZr

C38H57GeN2O4P3SZr as an isolated structure at a distorted geometry (the ωB97M-V functional and the def2-TZVPD basis, OMol25).

Element x y z (Å)
Zr: 0.31 -0.49 -0.20
C: 2.19 -3.62 2.45
P: 1.10 -2.16 2.32
C: -0.45 -2.89 2.94
C: 1.62 -1.24 3.84
C: 0.77 0.00 4.18
P: 0.48 1.09 2.74
C: 0.04 2.66 3.50
C: 2.22 1.42 2.33
H: 2.07 -4.11 3.42
H: 3.24 -3.34 2.33
H: 1.94 -4.33 1.66
H: -0.27 -3.35 3.92
H: -0.81 -3.66 2.26
H: -1.20 -2.11 3.02
H: 2.67 -0.95 3.71
H: 1.59 -1.95 4.67
H: 1.26 0.57 4.97
H: -0.22 -0.30 4.54
H: 0.77 2.85 4.28
H: -0.96 2.62 3.93
H: 0.06 3.46 2.77
H: 2.71 1.60 3.29
H: 2.34 2.29 1.69
H: 2.70 0.59 1.82
C: 1.92 -6.24 -1.92
C: 1.64 -5.31 -3.07
O: 2.00 -3.94 -2.77
P: 1.02 -3.14 -1.77
O: 0.97 -1.64 -2.50
C: 0.96 -1.45 -3.94
C: 2.34 -1.43 -4.54
O: 2.01 -2.58 -0.58
C: 3.37 -2.11 -0.84
C: 4.36 -3.25 -0.74
H: 1.69 -7.27 -2.20
H: 1.31 -5.99 -1.05
H: 2.98 -6.19 -1.63
H: 0.58 -5.35 -3.36
H: 2.23 -5.57 -3.95
H: 0.47 -0.49 -4.07
H: 0.34 -2.24 -4.38
H: 2.96 -0.70 -4.03
H: 2.27 -1.13 -5.59
H: 2.83 -2.40 -4.48
H: 3.55 -1.35 -0.09
H: 3.39 -1.62 -1.81
H: 4.21 -3.81 0.18
H: 5.37 -2.84 -0.72
H: 4.28 -3.93 -1.58
O: 1.95 0.56 -0.40
C: 1.03 1.33 -1.15
C: 0.76 2.72 -0.59
C: 1.67 3.87 -1.04
C: 3.14 3.52 -1.26
C: 3.37 2.94 -2.66
C: 2.80 1.54 -2.87
N: 1.39 1.32 -2.57
H: 0.77 2.66 0.49
H: -0.27 2.98 -0.86
H: 1.59 4.67 -0.29
H: 1.29 4.31 -1.97
H: 3.48 2.80 -0.51
H: 3.75 4.41 -1.15
H: 4.44 2.90 -2.89
H: 2.92 3.63 -3.39
H: 3.36 0.84 -2.24
H: 2.98 1.24 -3.90
H: 0.80 2.00 -3.05
S: -2.58 -4.52 -0.23
C: -1.84 -3.09 -0.18
N: -1.28 -2.06 -0.15
C: -0.59 0.26 1.70
Ge: -2.14 1.13 0.95
C: -2.28 1.42 -1.02
C: -3.00 2.53 -1.48
C: -3.29 2.70 -2.83
C: -2.87 1.77 -3.77
C: -2.16 0.65 -3.34
C: -1.87 0.51 -2.00
C: -2.58 2.82 1.80
C: -3.36 2.79 2.96
C: -3.64 3.95 3.67
C: -3.16 5.18 3.22
C: -2.41 5.23 2.05
C: -2.12 4.06 1.36
C: -3.78 0.07 1.21
C: -3.76 -1.21 1.76
C: -4.93 -1.94 1.92
C: -6.15 -1.39 1.53
C: -6.18 -0.11 0.98
C: -5.01 0.61 0.83
H: -3.36 3.27 -0.78
H: -3.85 3.57 -3.15
H: -3.11 1.89 -4.81
H: -1.84 -0.10 -4.05
H: -1.40 -0.44 -1.72
H: -3.75 1.84 3.32
H: -4.24 3.91 4.57
H: -3.39 6.08 3.76
H: -2.04 6.18 1.69
H: -1.52 4.13 0.46
H: -2.82 -1.64 2.06
H: -4.89 -2.94 2.33
H: -7.06 -1.96 1.64
H: -7.13 0.32 0.68
H: -5.06 1.61 0.40

Summary:
**Maximum force**: 1.71 eV/A
**Kohn-Sham gap**: 7.34 eV
**E**: -148001.353 eV
**ΔE to the lowest compared entry with this formula, charge and spin**: 53.3 kcal/mol


2.
# C40H60Cl16N8

A 12-piece molecular cluster, C40H60Cl16N8 overall at a distorted geometry (the ωB97M-V functional and the def2-TZVPD basis, OMol25).

Element x y z (Å)
C: -6.62 1.94 0.69
C: -6.22 1.66 2.14
N: -5.61 2.78 2.86
C: -4.22 2.96 2.49
C: -3.47 4.03 3.29
C: -6.36 4.00 2.81
C: -7.81 3.87 3.20
H: -7.51 2.57 0.62
H: -6.77 1.02 0.14
H: -5.83 2.54 0.21
H: -7.03 1.26 2.75
H: -5.45 0.88 2.11
H: -3.71 2.00 2.62
H: -4.15 3.30 1.44
H: -2.39 4.00 3.15
H: -3.87 5.03 3.11
H: -3.63 3.86 4.36
H: -6.27 4.55 1.84
H: -5.90 4.77 3.44
H: -7.92 3.25 4.09
H: -8.44 3.42 2.43
H: -8.27 4.84 3.38
C: -0.02 -1.77 -0.45
C: 0.26 -0.67 0.58
N: 0.27 0.72 0.11
C: -1.06 1.13 -0.32
C: -1.33 2.58 0.11
C: 1.23 0.94 -0.98
C: 2.68 0.63 -0.61
H: -1.01 -1.70 -0.88
H: 0.15 -2.70 0.09
H: 0.77 -1.73 -1.20
H: -0.51 -0.72 1.36
H: 1.15 -0.90 1.17
H: -1.28 1.22 -1.40
H: -1.84 0.56 0.17
H: -1.17 2.77 1.18
H: -0.76 3.34 -0.43
H: -2.39 2.81 -0.09
H: 1.21 2.00 -1.26
H: 0.94 0.39 -1.89
H: 2.90 -0.44 -0.54
H: 2.85 1.13 0.33
H: 3.30 1.03 -1.42
C: -4.29 -3.00 -1.85
Cl: -4.44 -3.35 -3.57
Cl: -5.73 -3.49 -0.97
Cl: -2.91 -3.93 -1.24
Cl: -4.01 -1.28 -1.62
C: 4.34 -1.18 2.65
Cl: 5.78 -0.33 2.09
Cl: 3.01 0.00 2.78
Cl: 3.89 -2.42 1.49
Cl: 4.64 -1.88 4.23
C: 1.09 -4.20 3.94
Cl: 1.15 -5.04 2.39
Cl: 1.15 -2.46 3.65
Cl: -0.41 -4.60 4.78
Cl: 2.47 -4.68 4.93
C: -2.26 -0.34 -5.45
Cl: -1.51 0.96 -6.34
Cl: -1.69 -0.30 -3.77
Cl: -4.01 -0.24 -5.53
Cl: -1.78 -1.93 -6.10
N: 7.44 0.95 -1.74
C: 6.48 1.07 -2.70
C: 5.82 2.25 -2.47
C: 6.37 2.82 -1.29
C: 7.39 2.01 -0.88
H: 8.15 0.24 -1.75
H: 6.44 0.36 -3.50
H: 5.08 2.73 -3.09
H: 6.03 3.76 -0.89
H: 8.09 2.05 -0.06
N: 1.76 -3.20 -3.87
C: 0.58 -3.48 -4.49
C: -0.18 -4.23 -3.63
C: 0.56 -4.35 -2.42
C: 1.75 -3.69 -2.58
H: 2.54 -2.96 -4.46
H: 0.46 -3.30 -5.54
H: -1.14 -4.69 -3.81
H: 0.17 -4.91 -1.58
H: 2.69 -3.66 -2.05
N: 1.14 2.84 4.15
C: -0.04 2.17 3.97
C: -0.69 2.13 5.18
C: 0.13 2.82 6.12
C: 1.27 3.21 5.47
H: 1.85 2.91 3.45
H: -0.29 1.89 2.96
H: -1.57 1.53 5.34
H: -0.05 2.95 7.17
H: 2.15 3.72 5.82
N: 5.10 -1.70 -2.58
C: 5.55 -2.22 -1.41
C: 5.85 -3.55 -1.61
C: 5.60 -3.82 -2.99
C: 5.08 -2.68 -3.53
H: 4.80 -0.75 -2.74
H: 5.65 -1.61 -0.53
H: 6.24 -4.21 -0.85
H: 5.72 -4.78 -3.46
H: 4.85 -2.44 -4.56
N: -4.26 -1.06 5.10
C: -3.41 -0.70 4.11
C: -3.57 -1.58 3.06
C: -4.57 -2.52 3.47
C: -4.94 -2.22 4.74
H: -4.45 -0.56 5.95
H: -2.79 0.18 4.14
H: -3.01 -1.64 2.15
H: -4.93 -3.34 2.88
H: -5.61 -2.64 5.47
N: 2.34 -0.17 -5.32
C: 3.15 0.71 -4.63
C: 4.26 0.91 -5.40
C: 4.07 0.25 -6.65
C: 2.90 -0.45 -6.53
H: 1.52 -0.59 -4.90
H: 2.85 1.14 -3.69
H: 5.08 1.58 -5.17
H: 4.73 0.31 -7.50
H: 2.48 -1.23 -7.15

Summary:
**Maximum force**: 2.38 eV/A
**Kohn-Sham gap**: 8.27 eV
**E**: -254729.453 eV
**SMILES**: ClC(Cl)(Cl)Cl.ClC(Cl)(Cl)Cl.ClC(Cl)(Cl)Cl.ClC(Cl)(Cl)Cl.c1cc[nH]c1.c1cc[nH]c1.c1cc[nH]c1.c1cc[nH]c1.c1cc[nH]c1.c1cc[nH]c1.CCN(CC)CC.CCN(CC)CC


Number 1 is which compound?
C38H57GeN2O4P3SZr